Molecular formula: C6H24O6
Method: DFT, ωB97M-V/def2-TZVPD

Geometry as XYZ:
```
36
C6H24O6 ωB97M-V/def2-TZVPD
C 3.834 -1.174 -1.913
O 2.708 -0.553 -1.226
H 3.695 -1.250 -2.979
H 4.642 -0.507 -1.658
H 3.913 -2.105 -1.340
H 1.841 -0.902 -1.462
C 1.592 2.842 -0.859
O 0.929 2.032 -1.890
H 2.176 3.638 -1.386
H 0.793 3.386 -0.270
H 2.241 2.319 -0.104
H 1.537 1.343 -2.175
C -1.661 -1.431 -1.939
O -0.420 -1.140 -1.159
H -1.701 -1.057 -2.985
H -1.745 -2.533 -1.968
H -2.521 -1.077 -1.363
H -0.428 -0.159 -1.014
C 1.945 -1.160 2.280
O 0.641 -0.668 2.072
H 2.168 -1.154 3.339
H 2.135 -2.231 2.051
H 2.801 -0.679 1.751
H 0.415 -0.670 1.115
C -2.542 1.854 -0.048
O -3.662 1.384 0.656
H -2.452 2.924 0.026
H -1.618 1.321 0.292
H -2.708 1.497 -1.092
H -3.405 1.246 1.597
C -2.773 -1.132 2.105
O -2.424 0.046 2.952
H -2.744 -1.969 2.753
H -3.680 -0.958 1.508
H -2.100 -1.266 1.291
H -1.422 -0.057 3.044
```

Values from the calculation:
SMILES: CO.CO.CO.CO.CO.CO
2S+1: 1
HOMO-LUMO gap in eV: 10.63
Relative energy (zero: lowest compared OMol25 entry of this formula, charge and spin) in kcal/mol: 93.4